# 1
This record from OMol25 describes a molecular structure, C21H19N10O3Pt. The level of theory is ωB97M-V with the def2-TZVPD basis set.

Each line ends with the Mulliken spin population.
Element x y z (Å)
Pt: 0.5107 -0.4230 -1.2473  0.65
O: 4.4623 -0.3877 0.1833  0.29
O: 3.1159 -3.0789 -3.0670  0.10
O: 2.2602 0.2098 0.3361  0.18
N: 1.9827 2.2174 -3.9785  0.00
N: 1.9361 -1.8301 -1.5387  0.27
N: -3.1995 1.7038 7.9301  0.00
N: 1.5871 0.9659 -2.3841  0.02
N: -0.8112 1.0131 -0.7226  0.03
N: -0.1140 -1.4393 -3.3141  0.20
N: -0.5041 -1.6482 -0.0442  0.02
N: 1.2958 1.1697 -3.6682  0.00
N: 2.0413 2.6971 -5.2547  0.00
N: 2.7064 2.7385 -3.0172  0.00
C: 2.4356 1.9255 -2.0042  0.00
C: -1.2328 -2.4334 1.9665  0.19
C: -2.8736 1.4312 6.8625  0.00
C: -1.0793 2.1910 -1.3466  0.41
C: 3.2707 -0.4788 0.1026  0.05
C: -2.8240 -0.1439 3.4901  0.04
C: -1.7913 2.4573 0.7481  0.16
C: -1.2419 1.1282 0.5817  0.20
C: -1.2560 0.0928 1.5365  0.29
C: 2.1321 -2.4549 -2.7662  -0.02
C: 0.9203 -2.4171 -3.6903  -0.01
C: -3.2126 0.1796 4.7793  -0.01
C: -1.3293 1.6684 4.9656  0.00
C: -0.8714 -3.5125 1.2053  -0.01
C: 2.8370 -2.0373 -0.5150  0.19
C: -1.6820 0.4204 2.9236  0.03
C: -0.4207 -3.0111 -0.0293  0.40
C: -1.6907 3.0964 -0.4574  0.00
C: -1.0005 -1.2410 1.1750  0.18
C: -2.4652 1.0890 5.5211  0.01
C: -0.9443 1.3311 3.6793  0.05
H: 1.1874 2.5037 -5.7559  0.00
H: 0.5055 -3.4240 -3.6546  0.01
H: -0.0938 -0.6252 -3.9146  -0.01
H: -2.0325 4.0894 -0.7039  0.00
H: -0.7492 2.3728 5.5466  0.00
H: 2.3798 -2.3802 0.4202  0.03
H: -3.4290 -0.8294 2.9076  0.00
H: -1.6236 -2.4463 2.9709  0.00
H: 1.2834 -2.2625 -4.7040  0.01
H: -0.8702 2.3283 -2.3970  0.03
H: -0.9257 -4.5544 1.4768  0.00
H: -0.0591 -3.5628 -0.8827  0.05
H: 3.7194 -2.5982 -0.7982  0.01
H: -2.2350 2.8345 1.6557  0.00
H: -0.0477 1.7688 3.2541  0.00
H: -4.1018 -0.2587 5.2122  0.00
H: -1.0479 -1.8271 -3.3145  -0.01
H: 2.8545 2.0193 -1.0158  0.00
H: 2.3356 3.6631 -5.2441  0.00

Atoms 1-3, force components in eV/Å:
0.136 -0.243 -0.127
-0.145 -0.019 -0.011
0.061 0.016 0.032

Results
**Multiplicity**: 5
**Total charge**: +1
**Gap between HOMO and LUMO (spin up / spin down)**: 6.270 / 5.729 eV
**ΔE to the lowest compared entry with this formula, charge and spin**: 0.0000 eV
**LUMO (spin up / spin down)**: -3.06 / -5.91 eV
**HOMO (spin up / spin down)**: -9.33 / -11.64 eV


# 2
This record from OMol25 describes a molecular structure, C21H19N10PtS at a distorted geometry. The level of theory is ωB97M-V with the def2-TZVPD basis set.

Each line ends with the Löwdin charge.
Element x y z (Å)
Pt: -0.6766 -1.1029 -0.1547  1.15
S: -1.0163 -0.6435 1.9944  0.85
N: -1.9744 -2.7319 -0.1350  -0.10
N: -0.7604 1.6295 3.1381  0.11
N: 2.5896 -1.6192 -0.8355  0.20
N: 2.6343 -3.8915 -0.8710  0.20
N: 0.6006 -5.1311 -0.6245  0.22
N: -0.3432 0.8142 -0.2647  -0.21
N: 2.6173 -6.1767 -0.9212  0.25
N: 0.5744 -2.7685 -0.5857  0.00
N: -0.3177 1.6286 0.7835  0.03
N: -0.4099 2.7950 3.4608  0.12
C: 1.9601 -5.0450 -0.8075  -0.37
C: -0.0053 -4.0006 -0.5199  -0.28
C: 2.2804 4.6662 1.7693  -0.01
C: -0.2721 2.4732 -4.0706  0.02
C: 1.0320 6.1050 3.2898  0.00
C: -1.4659 -3.9660 -0.3063  -0.18
C: 2.0550 5.9163 2.3625  0.03
C: 0.2277 5.0411 3.6225  0.04
C: -2.2664 -5.0859 -0.3235  0.06
C: -0.4319 3.3159 -2.9687  -0.01
C: -3.2967 -2.5630 0.0012  -0.09
C: 0.4165 3.7990 2.9762  -0.17
C: -0.5808 1.0256 1.9127  -0.71
C: -4.1583 -3.6444 -0.0203  0.01
C: -0.2817 1.4175 -1.5190  -0.25
C: 1.4639 3.6012 2.0561  0.01
C: -0.1050 1.0980 -3.9015  -0.02
C: -0.4449 2.8019 -1.6909  0.02
C: -3.6391 -4.9211 -0.1728  0.03
C: -0.0926 0.5720 -2.6297  -0.03
C: 1.9367 -2.7820 -0.7672  -0.42
H: -0.5533 5.1548 4.3667  0.14
H: 1.6597 2.6311 1.6296  0.11
H: 3.6170 -6.1691 -1.0537  0.15
H: -5.2202 -3.4768 0.0910  0.14
H: 2.1098 -0.7413 -0.9045  0.08
H: -0.5590 4.3789 -3.1205  0.13
H: 3.5764 -1.6545 -1.0415  0.14
H: -0.2652 2.8917 -5.0685  0.14
H: 2.7050 6.7452 2.1128  0.14
H: -1.8105 -6.0554 -0.4663  0.14
H: -0.6039 3.4420 -0.8363  0.12
H: 2.1244 -7.0547 -0.8805  0.14
H: -0.8346 3.0410 4.3597  0.20
H: 3.1164 4.5399 1.0958  0.13
H: -3.6527 -1.5507 0.1309  0.12
H: -4.2953 -5.7813 -0.1826  0.14
H: 0.8884 7.0667 3.7615  0.14
H: 0.0435 0.4584 -4.7601  0.13
H: 0.1045 -0.4927 -2.5102  0.09

Atoms 1-3, force components in eV/Å:
-0.722 -0.807 0.655
-0.241 0.384 -0.368
0.303 0.123 0.087

Results
**Multiplicity**: 1
**Total charge**: +3
**Gap between HOMO and LUMO (spin up / spin down)**: 5.548 / 5.834 eV
**ΔE to the lowest compared entry with this formula, charge and spin**: 0.5813 eV
**LUMO (spin up / spin down)**: -11.88 / -11.49 eV
**HOMO (spin up / spin down)**: -17.43 / -17.32 eV


# 3
This record from OMol25 describes C21H19N3O2S in the gas phase at a distorted geometry. The level of theory is ωB97M-V with the def2-TZVPD basis set.

Each line ends with the Löwdin charge.
Element x y z (Å)
S: -2.5549 3.5143 1.7594  0.67
O: -1.5065 3.5050 2.7355  -0.27
O: -3.3334 4.7061 1.5926  -0.28
N: 3.7303 -1.9782 -0.9860  -0.01
N: -1.9607 3.1978 0.2212  -0.06
N: 2.9095 -0.2595 -2.1546  0.16
C: -6.3093 -1.1343 2.6988  -0.05
C: 0.8482 1.5864 -1.5151  -0.02
C: 4.7811 -1.5507 -3.1134  0.04
C: -0.9144 2.3268 -0.0561  -0.29
C: 2.2249 -0.3796 -0.9873  -0.23
C: -3.5154 1.3748 3.1894  -0.06
C: 2.7225 -1.4431 -0.2511  0.00
C: 5.6251 -2.6058 -2.8914  -0.28
C: -5.4789 0.7874 1.3251  -0.03
C: -4.6237 1.8517 1.1084  -0.05
C: 5.5002 -3.3446 -1.6879  -0.04
C: 3.8124 -1.2170 -2.1559  -0.27
C: 4.5609 -3.0215 -0.7596  -0.04
C: -5.3648 0.0049 2.4722  -0.27
C: 0.3908 0.3907 0.5116  -0.01
C: -0.6304 1.2716 0.8057  -0.02
C: 1.1454 0.5311 -0.6521  -0.17
C: 6.6748 -3.0017 -3.8817  -0.05
C: -4.3764 0.3110 3.4007  -0.03
C: -3.6460 2.1315 2.0429  -0.30
C: -0.1633 2.4744 -1.2217  -0.02
H: 6.5127 -4.0260 -4.2158  0.08
H: 6.6577 -2.3452 -4.7471  0.08
H: -7.3009 -0.7522 2.9404  0.09
H: 2.4475 -1.8367 0.7054  0.12
H: 0.5994 -0.4174 1.1956  0.11
H: -2.0626 3.9833 -0.4018  0.12
H: 6.1624 -4.1762 -1.5069  0.11
H: 4.4350 -3.5588 0.1687  0.13
H: -5.9751 -1.7629 3.5195  0.08
H: -0.3819 3.2925 -1.8934  0.11
H: -4.7038 2.4704 0.2292  0.12
H: -6.3984 -1.7426 1.8010  0.08
H: 7.6629 -2.9542 -3.4253  0.08
H: -1.2028 1.1592 1.7115  0.09
H: 1.4353 1.6913 -2.4135  0.11
H: -4.2802 -0.2858 4.2958  0.11
H: 4.8326 -0.9552 -4.0100  0.12
H: -2.7415 1.6301 3.8965  0.12
H: -6.2462 0.5571 0.6007  0.12

Atoms 1-3, force components in eV/Å:
0.046 0.202 -0.438
-0.128 -0.383 -0.107
-0.132 -0.121 -0.211

Results
**Multiplicity**: 1
**Gap between HOMO and LUMO**: 8.303 eV
**ΔE to the lowest compared entry with this formula, charge and spin**: 0.6756 eV
**LUMO**: 0.69 eV
**HOMO**: -7.61 eV


# 4
This record from OMol25 describes 2 unconnected molecules or ions with the total composition C21H19N3OS at a distorted geometry. The level of theory is ωB97M-V with the def2-TZVPD basis set.

Each line ends with the Löwdin charge.
Element x y z (Å)
S: 4.0773 -0.9511 -0.6097  0.98
O: -3.6068 -0.2688 3.6221  -0.08
N: -1.7515 -5.5943 -3.3584  0.13
N: 5.3670 -0.6052 2.8044  0.18
N: 2.2160 2.1630 3.9845  0.18
C: 0.2898 -1.3907 -2.0097  -0.04
C: -1.0094 -4.7496 -3.0189  -0.20
C: 2.3815 -0.7804 -0.7534  -0.43
C: -0.5104 -2.3782 -2.5746  -0.05
C: -0.1684 0.3158 2.4636  -0.03
C: -0.3342 -1.8304 3.5992  -0.02
C: -1.5033 0.5560 2.7002  -0.01
C: 1.5399 -1.7371 -1.3668  -0.32
C: 0.4575 -0.8865 2.8902  -0.20
C: -2.2695 -0.4013 3.4110  -0.25
C: 4.4983 0.8122 -0.2699  -0.24
C: -1.6464 -1.5799 3.8814  0.00
C: 4.2197 -0.3871 2.8295  -0.22
C: 1.1653 -4.0452 -2.0943  -0.04
C: -0.1132 -3.7257 -2.5817  -0.27
C: 1.8967 -1.1186 2.6847  0.05
C: 1.9791 -3.0705 -1.5399  -0.08
C: 2.4702 1.1323 3.4875  -0.20
C: 2.8184 -0.1248 2.8944  -0.25
C: -4.2606 0.8889 3.0820  -0.07
C: 4.7505 -0.8864 -2.3448  -0.25
H: -3.8436 1.8096 3.5142  0.10
H: 5.8392 -0.7582 -2.2720  0.05
H: -1.9728 1.4769 2.3396  0.11
H: 3.0018 -3.3399 -1.2413  0.10
H: 0.4355 1.1028 1.9921  0.12
H: 2.0804 0.2577 -0.6488  0.06
H: 2.2631 -2.0917 2.3225  0.15
H: 4.0911 1.0697 0.7148  0.03
H: 4.0688 1.4251 -1.0668  0.06
H: -5.3041 0.7753 3.3645  0.09
H: -2.2628 -2.2744 4.4490  0.12
H: 0.0031 -0.3345 -2.1096  0.11
H: -4.1598 0.9198 1.9877  0.10
H: 4.5514 -1.8224 -2.8800  0.05
H: 0.1613 -2.7051 4.0271  0.12
H: 1.4959 -5.0874 -2.1099  0.12
H: -1.5043 -2.1302 -2.9858  0.12
H: 5.5961 0.9021 -0.2535  0.07
H: 4.3290 -0.0385 -2.8934  0.06

Atoms 1-3, force components in eV/Å:
-0.154 1.026 -1.171
0.459 0.114 -0.025
1.678 1.913 0.750

Results
**Multiplicity**: 1
**Gap between HOMO and LUMO**: 6.005 eV
**ΔE to the lowest compared entry with this formula, charge and spin**: 5.3883 eV
**LUMO**: -0.97 eV
**HOMO**: -6.98 eV


# 5
This record from OMol25 describes a molecular structure, C21H19N5OsS3Se at a distorted geometry. The level of theory is ωB97M-V with the def2-TZVPD basis set.

Each line ends with the Löwdin charge.
Element x y z (Å)
Os: 0.1446 -0.1753 -0.1495  0.70
Se: -2.1724 -0.3667 0.2219  0.68
S: -2.9427 2.1289 -1.5156  0.75
S: 1.0552 -4.7150 -0.4693  1.15
S: 0.1658 2.0599 0.0014  0.70
N: 4.2059 -1.1629 -0.1143  0.22
N: -3.3543 -2.7838 -0.8549  -0.12
N: -3.1281 -2.8928 1.2883  -0.11
N: 0.7238 -2.2101 -0.2878  -0.16
N: 2.2900 -0.0436 -0.0741  -0.03
C: 3.3558 0.8858 0.0396  -0.18
C: -2.7448 -2.5681 2.6664  0.02
C: 2.0869 -2.4401 -0.2772  -0.30
C: 2.8794 -1.2346 -0.1590  -0.26
C: 4.6405 2.8744 0.2488  -0.05
C: -2.2528 3.4108 -0.7117  -0.70
C: -2.9617 4.6472 -0.6467  -0.10
C: -1.0757 5.7257 0.3910  -0.02
C: 5.8107 0.7637 0.0964  0.01
C: -3.8711 -3.9883 0.9053  0.01
C: -0.9166 3.3704 -0.1517  -0.58
C: -2.3945 5.7690 -0.1142  -0.02
C: 0.0734 -3.3482 -0.3833  -0.43
C: -0.3586 4.5581 0.3725  -0.13
C: 5.8336 2.1350 0.2163  -0.04
C: 2.4485 -3.7424 -0.3682  -0.28
C: 4.5553 0.1775 0.0116  -0.16
C: -4.0139 -3.9206 -0.4381  0.00
C: -3.2686 -2.3101 -2.2413  0.02
C: -2.8104 -2.1699 0.2073  -0.63
C: 3.4013 2.2775 0.1624  -0.03
H: -1.6690 -2.6686 2.7882  0.10
H: 4.8466 -1.9387 -0.1661  0.19
H: 4.6961 3.9498 0.3443  0.12
H: -2.9530 6.6944 -0.0880  0.13
H: -4.5265 -4.5715 -1.1240  0.14
H: 6.7179 0.1762 0.0689  0.13
H: -3.0452 -1.5493 2.8979  0.09
H: 2.5028 2.8705 0.1895  0.04
H: -3.9616 4.6715 -1.0562  0.11
H: -3.9179 -2.9305 -2.8511  0.11
H: 6.7816 2.6493 0.2858  0.12
H: -0.6242 6.6175 0.8035  0.13
H: -3.5966 -1.2752 -2.2948  0.09
H: 0.6438 4.5379 0.7802  0.10
H: -3.2554 -3.2581 3.3307  0.11
H: 3.4348 -4.1762 -0.3771  0.10
H: -2.2448 -2.3856 -2.6032  0.10
H: -0.9982 -3.4142 -0.4148  0.06
H: -4.2357 -4.7107 1.6139  0.14

Atoms 1-3, force components in eV/Å:
-0.076 -0.344 -0.510
0.787 0.220 0.117
0.424 0.589 0.167

Results
**Multiplicity**: 1
**Total charge**: +2
**Gap between HOMO and LUMO (spin up / spin down)**: 4.906 / 4.932 eV
**LUMO (spin up / spin down)**: -7.84 / -7.81 eV
**HOMO (spin up / spin down)**: -12.75 / -12.74 eV